# 1
# C26H24CrN5O3S2

A molecular structure, C26H24CrN5O3S2 in a non-equilibrium geometry (ωB97M-V/def2-TZVPD, the OMol25 dataset).

For the LUMO energy (alpha / beta), the calculation gives 0.0952 / 0.0943 hartree. As for the multiplicity: 5. Its energy above the lowest of the compared OMol25 structures with the same formula, charge and spin is 1.547 eV. As for the frontier orbital gap (alpha / beta): 4.42 / 7.33 eV. The expectation value of S² is 6.112. As for the total charge: -1.

Last column: Löwdin charge in e.
Cartesian coordinates (Å):
Cr -0.301 0.481 -0.122  0.583
N 1.347 1.003 3.634  0.161
C 0.065 0.916 4.165  -0.194
C -0.413 0.989 5.459  -0.054
C -1.791 0.861 5.636  -0.137
C -2.641 0.668 4.548  -0.116
C -2.162 0.594 3.244  -0.004
C -0.790 0.720 3.061  -0.213
N -0.052 0.685 1.908  0.020
C 1.241 0.864 2.264  -0.329
C 2.269 0.890 1.323  -0.357
C 3.670 1.061 1.459  -0.401
S 4.401 1.036 -0.110  0.910
C 2.852 0.807 -0.826  -0.463
N 1.863 0.739 0.000  -0.055
H 2.197 1.145 4.145  0.145
H 0.251 1.139 6.302  0.094
H -2.205 0.913 6.636  0.082
H -3.706 0.573 4.724  0.089
H -2.798 0.443 2.380  0.096
H 4.232 1.199 2.365  0.032
H 2.702 0.716 -1.893  0.082
O -1.636 -1.151 -2.377  -0.054
C -0.918 -0.280 -2.893  -0.582
O -0.274 0.575 -2.224  -0.109
C -0.754 -0.235 -4.395  -0.115
C 0.060 0.724 -4.986  -0.024
C 0.212 0.763 -6.365  -0.094
C -0.451 -0.159 -7.164  -0.112
C -1.266 -1.118 -6.578  -0.098
C -1.416 -1.154 -5.199  -0.028
H 0.568 1.434 -4.348  0.112
H 0.849 1.515 -6.815  0.094
H -0.334 -0.129 -8.241  0.091
H -1.788 -1.840 -7.195  0.093
H -2.050 -1.893 -4.727  0.111
C 0.237 4.795 -0.258  -0.405
S -0.488 3.143 -0.243  0.792
C -2.229 3.519 -0.415  -0.387
H 0.020 5.307 -1.197  0.027
H 1.316 4.687 -0.156  0.026
H -0.138 5.387 0.577  0.028
H -2.578 4.122 0.426  0.036
H -2.719 2.542 -0.411  0.008
H -2.420 4.045 -1.352  0.035
O -2.024 0.490 -0.039  -0.533
N -0.193 -3.953 -0.647  0.115
C -0.445 -2.662 -0.996  -0.100
N -0.045 -1.819 -0.058  0.112
C 0.530 -2.622 0.939  -0.180
C 1.128 -2.327 2.165  0.008
C 1.598 -3.361 2.953  -0.092
C 1.487 -4.700 2.559  -0.115
C 0.894 -5.024 1.355  -0.041
C 0.430 -3.972 0.576  -0.210
H -0.420 -4.748 -1.214  0.149
H -0.923 -2.367 -2.001  0.105
H 1.227 -1.313 2.504  0.082
H 2.061 -3.124 3.902  0.095
H 1.865 -5.485 3.202  0.090
H 0.796 -6.053 1.031  0.100



# 2
# C26H24CsN3O7S2

A molecular structure, C26H24CsN3O7S2 in a non-equilibrium geometry (ωB97M-V/def2-TZVPD, the OMol25 dataset).

For the LUMO energy, the calculation gives 0.1327 hartree. Its energy above the lowest of the compared OMol25 structures with the same formula, charge and spin is 1.118 eV. As for the frontier orbital gap: 4.79 eV. As for the total charge: -2.

Last column: Löwdin charge in e.
Cartesian coordinates (Å):
Cs -1.086 0.750 -0.685  1.382
C -0.184 -1.419 4.693  -0.003
C -1.470 -1.035 4.009  -0.535
O -1.790 0.126 3.853  0.059
N -2.286 -2.069 3.609  0.069
C -3.420 -1.837 2.725  -0.118
C -3.380 -2.817 1.580  -0.271
C -4.062 -4.028 1.667  -0.040
C -3.913 -4.961 0.656  -0.087
C -3.088 -4.665 -0.409  -0.069
C -2.450 -3.431 -0.418  -0.106
N -2.590 -2.524 0.546  0.134
H 0.611 -0.792 4.293  0.087
H 0.090 -2.467 4.558  0.064
H -0.280 -1.213 5.761  0.081
H -1.929 -3.005 3.693  0.127
H -3.340 -0.813 2.371  0.126
H -4.366 -1.944 3.257  0.115
H -4.702 -4.226 2.519  0.105
H -4.434 -5.911 0.701  0.099
H -2.937 -5.358 -1.225  0.100
H -1.801 -3.152 -1.242  0.120
O -3.014 1.064 -4.464  -0.324
S -1.618 1.107 -4.113  0.404
O -0.694 1.017 -5.227  -0.360
O -1.236 0.208 -3.009  -0.736
C -1.331 2.776 -3.454  -0.223
C -0.291 3.475 -4.090  -0.079
C 0.005 4.781 -3.763  -0.102
C -0.741 5.435 -2.791  -0.095
C -1.753 4.768 -2.135  -0.077
C -2.067 3.432 -2.443  -0.235
S -3.286 2.758 -1.272  0.311
O -3.563 1.376 -1.608  -0.488
O -4.409 3.658 -1.374  -0.332
O -2.527 2.862 -0.027  -0.565
H 0.265 2.957 -4.857  0.099
H 0.819 5.291 -4.266  0.095
H -0.513 6.461 -2.527  0.093
H -2.313 5.269 -1.357  0.108
C 4.292 3.243 -1.551  -0.148
C 4.852 2.591 -0.454  -0.137
C 4.235 1.491 0.133  -0.066
C 3.007 0.982 -0.354  -0.315
C 2.461 1.662 -1.469  -0.053
C 3.080 2.758 -2.046  -0.109
N 2.268 -0.025 0.219  0.040
C 2.842 -1.078 0.832  -0.327
C 4.176 -1.563 0.662  -0.063
C 4.628 -2.709 1.304  -0.148
C 3.816 -3.457 2.160  -0.170
C 2.502 -3.008 2.334  -0.151
C 2.033 -1.871 1.702  -0.061
H 4.777 4.101 -2.001  0.074
H 5.786 2.954 -0.035  0.081
H 4.681 1.025 1.004  0.093
H 1.528 1.284 -1.871  0.054
H 2.604 3.238 -2.893  0.085
H 4.838 -1.031 -0.008  0.087
H 5.650 -3.034 1.125  0.081
H 4.182 -4.348 2.656  0.066
H 1.829 -3.565 2.982  0.074
H 1.007 -1.544 1.834  0.084



# 3
# C26H24F5N4O3S2SbV

A molecular structure, C26H24F5N4O3S2SbV in a non-equilibrium geometry (ωB97M-V/def2-TZVPD, the OMol25 dataset).

For the LUMO energy (alpha / beta), the calculation gives -0.2784 / -0.2721 hartree. As for the multiplicity: 2. As for the frontier orbital gap (alpha / beta): 6.46 / 6.69 eV. The expectation value of S² is 0.774. As for the total charge: +2.

Last column: Löwdin charge in e.
Cartesian coordinates (Å):
V -0.655 1.927 0.167  0.545
C -1.932 0.984 -4.358  -0.010
N -1.657 1.649 -3.103  0.079
C -2.388 1.528 -2.007  -0.482
N -3.557 0.887 -2.030  0.275
O -1.951 2.018 -0.909  -0.169
H -1.130 1.211 -5.053  0.110
H -2.866 1.329 -4.803  0.107
H -1.971 -0.097 -4.213  0.103
H -0.790 2.173 -3.021  0.151
H -3.959 0.578 -2.902  0.132
H -4.114 0.818 -1.190  0.149
N -0.711 2.297 2.264  -0.010
H -0.226 1.549 2.765  0.067
H -1.668 2.321 2.626  0.103
H -0.257 3.172 2.539  0.072
O 1.196 1.515 0.575  -0.314
N 1.468 1.042 -0.564  -0.134
O 0.444 1.138 -1.289  -0.190
S -1.047 -0.259 0.849  0.333
Sb 0.985 -1.541 0.833  1.491
C 1.099 -2.414 -1.123  -0.351
C 2.333 -2.791 -1.626  -0.100
C 2.377 -3.501 -2.816  -0.049
C 1.203 -3.821 -3.477  -0.048
C -0.025 -3.437 -2.959  -0.065
C -0.086 -2.724 -1.773  -0.144
C 3.009 -1.132 1.547  -0.311
C 3.888 -0.397 0.772  -0.129
C 5.234 -0.426 1.109  -0.049
C 5.675 -1.176 2.186  -0.041
C 4.774 -1.893 2.955  -0.047
C 3.425 -1.878 2.636  -0.109
C 0.109 -3.025 2.101  -0.386
C -0.100 -2.731 3.442  -0.145
C -0.700 -3.679 4.255  -0.059
C -1.100 -4.898 3.727  -0.049
C -0.905 -5.172 2.383  -0.054
C -0.298 -4.233 1.564  -0.109
H 3.245 -2.543 -1.099  0.101
H 3.330 -3.814 -3.213  0.119
H 1.243 -4.372 -4.403  0.118
H -0.934 -3.707 -3.471  0.112
H -1.038 -2.417 -1.348  0.089
H 3.541 0.192 -0.067  0.085
H 5.940 0.135 0.519  0.118
H 6.724 -1.200 2.434  0.121
H 5.114 -2.484 3.790  0.121
H 2.721 -2.446 3.228  0.096
H 0.195 -1.768 3.851  0.103
H -0.862 -3.469 5.303  0.116
H -1.572 -5.634 4.363  0.119
H -1.220 -6.118 1.971  0.117
H -0.143 -4.444 0.514  0.096
F -4.687 7.203 -0.585  0.173
C -3.612 6.445 -0.489  -0.111
C -3.082 6.153 0.772  -0.128
F -3.655 6.635 1.862  0.159
C -1.957 5.345 0.864  -0.213
F -1.468 4.983 2.061  0.072
C -1.316 4.838 -0.267  -0.492
S 0.229 4.025 -0.123  0.863
C -1.899 5.091 -1.509  -0.222
F -1.367 4.476 -2.579  0.081
C -3.032 5.886 -1.634  -0.126
F -3.569 6.099 -2.826  0.152



| no. | M (g/mol) | E (a.u.) |
| --- | --- | --- |
| 1 | 570.64 | -3345.614759 |
| 2 | 687.53 | -2512.744053 |
| 3 | 772.33 | -3929.280739 |